Formula: C2H10N6OP
Source: the Open Molecules 2025 dataset
Level of theory: the ωB97M-V functional and the def2-TZVPD basis

F_max = 4.66 eV Å⁻¹
E_HOMO = -10.09 eV
ΔE to the lowest compared entry with this formula, charge and spin = 277.9 kJ/mol
Calculated total energy = -22503.6780 eV
Net charge = +1

Geometry as XYZ:
```
20
Properties=species:S:1:pos:R:3:nbo_charge:R:1
C 0.46920 -0.66909 2.49557 0.64
C -0.66199 0.50915 -1.83102 0.72
N 1.17973 -1.76390 2.16573 -0.76
N 0.34312 -0.42637 3.84192 -0.80
N -1.63804 1.08048 -2.62387 -0.80
N -0.18480 0.14770 1.62872 -0.40
N -0.82242 0.25606 -0.54209 -0.34
N 0.17150 0.01958 0.29741 -0.39
O 0.44452 0.12002 -2.44600 -0.70
P 0.66113 0.34887 -4.10495 0.63
H 1.57327 -2.40100 2.95910 0.42
H 0.83888 -0.93222 4.52706 0.41
H -0.42603 0.17952 4.22234 0.42
H -2.37364 1.44614 -2.19370 0.39
H -1.70353 0.91864 -3.57708 0.41
H -0.76248 0.84553 1.99492 0.38
H -1.68573 0.74131 -0.15442 0.37
H 1.37569 -2.05823 1.27399 0.43
H 2.06051 0.02269 -4.08202 0.00
H 1.14113 1.61508 -3.85163 -0.04
```

Formula: C2H10NO
Source: the Open Molecules 2025 dataset
Level of theory: the ωB97M-V functional and the def2-TZVPD basis

F_max = 0.93 eV Å⁻¹
E_HOMO = -15.03 eV
ΔE to the lowest compared entry with this formula, charge and spin = 40.5 kJ/mol
Calculated total energy = -5767.2624 eV
Net charge = +1

Geometry as XYZ:
```
14
Properties=species:S:1:pos:R:3:nbo_charge:R:1
N -2.29695 1.10869 -0.68539 -0.88
H -2.05862 1.73772 -1.45419 0.44
H -1.40666 0.96478 -0.14124 0.48
H -3.03915 1.52412 -0.12583 0.45
H -2.59154 0.22425 -1.09766 0.45
C 1.03229 -0.16417 -0.22431 -0.07
O -0.18534 0.00140 0.51266 -0.76
C 1.93836 -1.18270 0.40835 -0.65
H 0.75786 -0.46220 -1.23167 0.18
H 1.53014 0.79448 -0.38538 0.18
H 0.03172 0.12692 1.44789 0.50
H 1.46736 -2.16799 0.38038 0.22
H 2.87307 -1.30936 -0.13065 0.24
H 2.15051 -0.96900 1.45386 0.22
```

Formula: C2H10NO
Source: the Open Molecules 2025 dataset
Level of theory: the ωB97M-V functional and the def2-TZVPD basis

F_max = 2.12 eV Å⁻¹
E_HOMO = -16.56 eV
ΔE to the lowest compared entry with this formula, charge and spin = 42.5 kJ/mol
Calculated total energy = -5767.2413 eV
Net charge = +1

Geometry as XYZ:
```
14
Properties=species:S:1:pos:R:3:nbo_charge:R:1
O -0.19374 0.66216 -2.04043 -0.96
H -0.75157 1.40570 -2.28632 0.51
H 0.46831 0.68827 -0.55941 0.47
H 0.27653 0.34686 -2.81524 0.52
C -0.40270 -1.48006 0.61865 -0.66
C 0.35751 -0.35006 1.34118 -0.21
N 0.27878 0.90386 0.49040 -0.71
H -0.99676 -2.07609 1.32169 0.25
H 0.25596 -2.25060 0.23478 0.25
H -1.17935 -1.05559 -0.00652 0.23
H 1.41453 -0.56045 1.45844 0.22
H 0.03423 -0.02616 2.32480 0.23
H 1.01188 1.56231 0.76112 0.44
H -0.64761 1.32247 0.42730 0.43
```

Formula: C2H10NO
Source: the Open Molecules 2025 dataset
Level of theory: the ωB97M-V functional and the def2-TZVPD basis

F_max = 1.21 eV Å⁻¹
E_HOMO = -15.34 eV
ΔE to the lowest compared entry with this formula, charge and spin = 53.3 kJ/mol
Calculated total energy = -5767.1298 eV
Net charge = +1

Geometry as XYZ:
```
14
Properties=species:S:1:pos:R:3:nbo_charge:R:1
N -1.87928 -1.41172 1.00794 -0.90
H -2.66201 -0.90246 1.42153 0.45
H -1.04582 -0.74777 0.95236 0.48
H -2.01129 -1.73384 0.04980 0.45
H -1.79011 -2.20513 1.64670 0.45
C 0.29073 0.81016 -0.62405 -0.08
O 0.11170 0.35989 0.75501 -0.76
C 1.76584 0.89058 -0.97149 -0.66
H -0.11400 1.80609 -0.77444 0.20
H -0.12975 0.06608 -1.33559 0.17
H 1.00965 0.26014 1.08767 0.51
H 2.25693 -0.09305 -0.86428 0.22
H 2.31348 1.62333 -0.35634 0.23
H 1.88392 1.27770 -1.99482 0.25
```

Formula: C2H10NO
Source: the Open Molecules 2025 dataset
Level of theory: the ωB97M-V functional and the def2-TZVPD basis

F_max = 2.16 eV Å⁻¹
E_HOMO = -16.02 eV
ΔE to the lowest compared entry with this formula, charge and spin = 748.4 kJ/mol
Calculated total energy = -5759.9257 eV
Net charge = +1

Geometry as XYZ:
```
14
Properties=species:S:1:pos:R:3:nbo_charge:R:1
C -2.10289 0.78071 0.24390 -0.48
N -1.87103 -0.41349 -0.49908 -0.28
C 3.15254 0.23088 -0.20687 -0.78
H -2.04287 0.53112 1.30328 0.24
H -1.31484 1.53148 0.03853 0.30
H -3.08411 1.23000 0.07150 0.29
H 4.10335 -0.25389 -0.00359 0.24
H -0.92798 -0.83142 -0.22359 0.38
H 3.04694 1.11500 0.41684 0.23
H 2.30317 -0.47452 -0.02274 0.22
H 3.12331 0.51488 -1.25688 0.23
H -1.83931 -0.21678 -1.50810 0.40
H 0.49026 -1.36382 1.05226 0.49
O 0.41023 -0.60918 0.42870 -0.50
```

Formula: C2H10NO2
Source: the Open Molecules 2025 dataset
Level of theory: the ωB97M-V functional and the def2-TZVPD basis

F_max = 2.88 eV Å⁻¹
E_HOMO = -14.74 eV
ΔE to the lowest compared entry with this formula, charge and spin = 125.6 kJ/mol
Calculated total energy = -7813.7084 eV
Net charge = +1

Geometry as XYZ:
```
15
Properties=species:S:1:pos:R:3:nbo_charge:R:1
C -0.41724 -0.40209 -0.74053 -0.06
C 0.21388 -0.23420 -1.90891 -0.35
N -0.06763 0.12142 0.60626 -0.73
H -1.31366 -1.03975 -0.75200 0.23
H -0.38432 -0.59754 -2.77486 0.26
H 1.08258 0.49953 -1.94733 0.23
H 0.80239 -0.36662 1.09506 0.46
H -0.93206 -0.04215 1.13205 0.45
H 0.20252 1.11848 0.60052 0.48
H 0.02191 3.53647 1.20838 0.49
H -1.34461 3.34647 0.63546 0.50
O -0.49210 2.90088 0.75841 -0.97
H 1.56986 -2.83966 0.32719 0.49
H 0.48257 -3.24224 1.31271 0.49
O 0.57593 -2.75902 0.44759 -0.96
```

Please write out number 6 again, unchanged.
Formula: C2H10NO2
Source: the Open Molecules 2025 dataset
Level of theory: the ωB97M-V functional and the def2-TZVPD basis

F_max = 2.88 eV Å⁻¹
E_HOMO = -14.74 eV
ΔE to the lowest compared entry with this formula, charge and spin = 125.6 kJ/mol
Calculated total energy = -7813.7084 eV
Net charge = +1

Geometry as XYZ:
```
15
Properties=species:S:1:pos:R:3:nbo_charge:R:1
C -0.41724 -0.40209 -0.74053 -0.06
C 0.21388 -0.23420 -1.90891 -0.35
N -0.06763 0.12142 0.60626 -0.73
H -1.31366 -1.03975 -0.75200 0.23
H -0.38432 -0.59754 -2.77486 0.26
H 1.08258 0.49953 -1.94733 0.23
H 0.80239 -0.36662 1.09506 0.46
H -0.93206 -0.04215 1.13205 0.45
H 0.20252 1.11848 0.60052 0.48
H 0.02191 3.53647 1.20838 0.49
H -1.34461 3.34647 0.63546 0.50
O -0.49210 2.90088 0.75841 -0.97
H 1.56986 -2.83966 0.32719 0.49
H 0.48257 -3.24224 1.31271 0.49
O 0.57593 -2.75902 0.44759 -0.96
```